{"formula": "C23H26BrCl5NO2Rh", "method": "wB97M-V/def2-TZVPD", "elements": ["H", "H", "H", "H", "H", "H", "C", "H", "C", "O", "H", "C", "H", "H", "C", "H", "C", "C", "H", "Rh", "O", "C", "H", "C", "Cl", "Cl", "Cl", "Br", "C", "H", "H", "C", "C", "H", "C", "H", "H", "H", "Cl", "H", "C", "H", "C", "Cl", "N", "H", "C", "C", "C", "C", "H", "H", "C", "H", "H", "C", "C", "C", "C"], "positions_angstrom": [[-0.47366, -5.41009, -1.42005], [3.10990, -0.33167, 0.30340], [-0.15190, 4.39778, -1.45809], [3.06996, 0.40193, -1.29953], [-3.11442, -3.09439, -2.92891], [4.35216, -0.72855, -0.88350], [-2.41264, 2.16112, 4.33498], [0.96182, 5.96579, -0.06387], [-1.50996, 1.89441, 3.30805], [0.97077, 0.77778, -0.38815], [0.64701, -3.57859, -1.47008], [1.59842, 5.13090, -0.36672], [2.12755, -2.65590, -3.19289], [-2.99064, -3.70311, 0.73552], [-1.32506, -5.03508, -1.97983], [-1.99429, -5.87515, -2.14899], [-1.04900, 2.87763, 2.43837], [3.03648, -2.96094, -0.61064], [2.58072, -3.86854, -0.99734], [0.21279, 2.49701, 0.67355], [2.20315, 3.55869, 1.38545], [0.75893, 4.03334, -0.98491], [3.62882, 5.34620, 2.29007], [0.34885, -0.31060, -0.61632], [-0.93942, 0.28696, 3.05977], [-4.01411, 3.81032, 5.74921], [-2.94807, 0.92377, 5.40515], [-1.97844, 1.34642, -0.35431], [-3.34563, -3.59876, -1.99272], [2.23908, -0.90005, -3.28120], [-3.08905, -5.33878, 0.08339], [-2.89772, 3.45765, 4.49582], [-1.22474, -2.68104, -1.02934], [4.10370, -3.02947, -0.81299], [-1.83651, -1.47313, -0.69830], [-0.98679, -4.68222, -2.95087], [1.33807, 3.39527, -1.65434], [-1.56204, -4.73855, 0.74130], [-3.08451, 6.06114, 3.81823], [2.89304, -2.92791, 0.46752], [-1.07325, -0.34853, -0.54035], [2.34930, 5.52527, -1.06651], [3.29521, -0.50776, -0.75286], [-1.09552, 5.37773, 1.52143], [3.14873, 5.57806, 1.43511], [3.22296, 6.51441, 1.07715], [0.96833, -1.55288, -0.99043], [2.46612, -1.68872, -1.26373], [-2.47908, 4.46448, 3.63103], [-2.45025, -4.46289, 0.17714], [3.69734, -1.87024, -3.03392], [-4.00786, -2.96690, -1.41001], [-1.57346, 4.15092, 2.62440], [-3.88315, -4.51561, -2.22000], [-2.90355, -1.38727, -0.58449], [2.32958, 4.66909, 0.87799], [-2.06545, -3.93376, -1.21394], [0.16061, -2.66206, -1.18227], [2.64076, -1.78489, -2.79165]], "forces_ev_per_a": [[0.2, 0.0, 0.0], [0.0, 0.1, 0.1], [0.0, -0.2, 0.1], [0.0, 0.1, 0.0], [0.0, 0.0, -0.1], [0.2, -0.1, 0.0], [0.0, 0.0, 0.0], [0.2, 0.0, 0.0], [0.2, 0.2, -0.2], [0.8, 2.2, 0.8], [0.1, -0.1, -0.1], [-0.2, -0.3, 0.1], [-0.1, -0.1, 0.0], [-0.1, 0.1, 0.1], [-0.1, 0.2, 0.1], [-0.1, -0.1, 0.0], [-0.1, 0.1, -0.2], [-0.1, 0.2, -0.1], [-0.1, -0.1, 0.0], [0.3, 0.0, -0.1], [-0.4, -0.6, -0.1], [0.2, -0.1, -0.1], [-0.1, 0.0, 0.0], [-1.5, -1.6, -0.3], [0.1, -0.3, 0.0], [0.0, 0.0, 0.1], [0.1, -0.1, -0.1], [0.0, -0.5, 0.0], [0.2, -0.1, 0.1], [0.0, 0.1, 0.0], [-0.1, -0.1, 0.0], [0.1, 0.0, 0.0], [0.1, 0.3, -0.1], [0.1, 0.0, 0.0], [0.0, -0.2, -0.1], [0.1, 0.1, -0.1], [-0.2, -0.1, 0.1], [0.1, 0.0, 0.1], [0.0, 0.1, 0.0], [0.0, 0.0, 0.1], [0.6, 0.1, -0.2], [-0.1, 0.0, 0.1], [0.0, -0.1, -0.1], [0.1, 0.5, -0.3], [0.1, 0.0, 0.1], [0.0, -0.1, 0.0], [-0.2, 0.8, 0.4], [0.1, 0.0, -0.2], [0.0, 0.0, 0.1], [0.0, 0.0, -0.3], [0.2, 0.0, -0.1], [-0.1, 0.1, 0.0], [0.0, -0.5, 0.2], [-0.1, -0.1, 0.0], [-0.2, -0.1, 0.0], [0.2, 0.7, 0.0], [-0.1, -0.1, 0.1], [-0.3, -0.1, 0.1], [0.1, 0.0, 0.3]], "homo_lumo_gap_ha": [0.287, 0.202], "energy_ev": -165518.240, "spin_multiplicity": 5, "fmax_ev_per_a": 2.45, "s_squared": 6.012}


{"formula": "C16H54N20O12Tl", "method": "wB97M-V/def2-TZVPD", "elements": ["C", "H", "C", "H", "H", "H", "H", "H", "N", "N", "N", "N", "O", "N", "H", "H", "O", "H", "O", "H", "C", "N", "H", "C", "H", "N", "H", "N", "H", "N", "C", "N", "N", "N", "O", "H", "C", "O", "N", "C", "H", "H", "C", "H", "N", "C", "H", "H", "H", "H", "C", "H", "H", "C", "H", "O", "H", "Tl", "C", "H", "H", "N", "H", "H", "N", "H", "H", "H", "O", "H", "H", "H", "C", "N", "C", "H", "H", "H", "H", "O", "H", "C", "N", "H", "N", "H", "H", "H", "H", "N", "O", "O", "H", "O", "H", "O", "H", "H", "C", "H", "H", "H", "H"], "positions_angstrom": [[2.86209, -3.30308, -0.67316], [-0.42696, -0.02201, 4.49097], [2.73873, 3.73587, 1.03496], [1.57455, -4.81719, -1.03708], [-1.17521, 5.36831, -2.18565], [-4.07116, -4.19388, 0.47323], [-1.80447, -4.43702, -2.37870], [2.49877, -2.21473, 4.88151], [-2.18482, -4.04643, 2.96427], [5.24166, 1.17952, 1.31775], [4.18282, -3.26139, -0.50198], [-3.63435, 0.54528, 3.32866], [-3.41992, 0.64294, -6.40028], [3.09341, 4.57371, 0.07778], [3.59782, 5.34650, 0.48822], [-0.48381, 2.38403, -2.96449], [0.24387, -1.54900, 2.55309], [-4.06960, 1.13026, -2.44874], [-3.61297, -1.22817, 2.19629], [-1.31960, 0.19266, -4.34796], [1.43399, 0.32438, -3.83225], [-0.58326, -2.56188, -2.86537], [2.01710, 2.11980, -2.95397], [-1.00747, -2.79184, -1.70287], [-2.02445, -4.55053, 3.82466], [5.31388, 0.15833, -0.59319], [-3.90387, -0.63848, 0.39369], [-1.51228, -3.97165, -1.53126], [-4.04552, 1.25950, 3.91255], [-2.28187, 0.39849, -4.57549], [2.55398, 1.21141, -3.22727], [-4.17144, -0.03605, -0.37155], [3.09135, 4.14388, 2.24146], [-1.44352, 2.32881, 4.14025], [-0.30212, 2.94597, -0.50170], [1.71468, -1.88182, -3.54787], [-0.62776, 3.64038, -1.40934], [2.10430, -2.29388, -0.62221], [-0.93255, 4.85000, -1.35344], [4.57743, 0.45878, 0.46508], [1.13726, 0.87587, -4.72438], [-2.89850, 0.82143, 2.69434], [-2.41399, 0.58321, -5.77257], [-1.57919, -3.33190, 2.58643], [2.53480, -4.54703, -0.87885], [-3.13359, -4.61114, 2.24060], [-1.09554, 5.26261, -0.44609], [-1.88775, -4.18339, -0.61787], [5.02246, -0.57517, -1.22339], [2.50393, -3.12238, 3.59026], [-3.22682, 0.76819, -0.66170], [2.74621, 4.43094, -0.85986], [-3.00942, 0.39703, -3.87495], [0.59472, -0.39121, 4.58027], [-5.22112, -0.38254, 4.67994], [-0.37775, 2.01026, 2.21837], [0.11519, -2.41864, 4.36687], [0.62280, 0.22912, 0.19373], [-3.98053, -0.65899, 3.21287], [-0.79434, -3.32027, -3.49813], [4.77818, -4.07120, -0.40267], [-4.91686, -1.03664, 3.97307], [1.14672, -1.47558, -5.15512], [-0.57091, 4.44361, 2.26875], [-0.90621, 3.24133, -2.63780], [0.81206, -0.41386, 5.64814], [-1.26071, 1.37701, 4.42443], [2.73695, 3.69675, 3.07487], [-3.90891, -5.47083, 2.66330], [-3.41035, -3.02134, 1.31656], [-1.15711, 0.99246, -7.25741], [3.31883, 5.12469, 2.16168], [1.73112, -1.10544, -4.31276], [-1.23669, 0.73077, -6.28516], [2.23255, -2.09460, 3.83137], [6.26455, 0.49243, -0.66185], [4.72061, 1.43770, 2.14355], [2.72716, -1.15357, -4.75285], [-1.56043, 4.29080, 3.75614], [2.16189, 2.64782, 0.93047], [3.16066, -5.24887, -0.51029], [-0.91874, 2.66045, 3.03730], [-1.12373, 3.91360, 2.92722], [3.09478, 0.84827, -2.35334], [-3.30730, -4.00377, 1.10606], [1.18704, 0.37089, 4.07384], [4.62381, -2.42309, -0.15142], [-0.42609, 0.85936, -5.69652], [-1.11900, 3.94135, -3.33407], [-3.32825, 1.36502, -1.80424], [0.41344, 0.34393, -2.91626], [3.47264, 0.00982, 0.59716], [3.20158, 1.43879, -4.07403], [-0.95337, -1.94026, -0.84642], [-4.89347, -2.04601, 4.00029], [-2.28055, 0.93057, 0.07115], [3.03467, -1.46242, 3.45050], [6.06352, 1.60634, 0.91467], [0.74838, -1.71324, 3.82875], [-4.89003, -0.28275, -1.03704], [-2.61668, 1.94874, -2.22020], [-2.07766, 2.90583, 4.67410], [-0.22842, -1.63048, -3.02873]], "forces_ev_per_a": [[-1.4, 3.8, 0.9], [-0.1, -0.6, -0.1], [-2.2, -4.3, 0.2], [0.1, 0.2, 0.2], [-0.1, 0.1, 0.7], [-0.2, -1.0, 0.6], [-0.2, -0.5, 0.7], [0.0, 0.5, 0.6], [1.5, -0.1, 1.8], [0.9, 1.7, 2.1], [3.2, 1.8, 0.7], [3.0, 6.7, 0.8], [-3.5, 0.3, -2.0], [0.4, 0.7, -0.8], [0.0, 0.4, -1.7], [0.1, -0.4, 0.0], [-0.6, -0.4, -0.6], [-0.1, 0.2, 0.4], [1.2, -2.9, -1.0], [-0.6, -0.1, 1.7], [0.0, -0.9, 1.4], [1.4, 0.3, -5.0], [0.2, 0.1, 0.1], [-0.2, 1.6, 2.6], [0.4, 0.5, 0.0], [1.7, -0.8, -2.9], [-0.6, -0.3, 0.3], [-1.4, -3.6, 0.8], [0.2, -0.5, 0.0], [0.6, -1.9, 10.7], [-0.1, 0.0, -1.2], [-3.5, -3.2, 1.3], [1.2, 1.8, 1.5], [-2.1, -5.0, 6.3], [1.5, -1.8, 2.4], [0.0, 0.4, 0.3], [-0.1, -3.7, -1.2], [1.4, -2.2, -0.6], [-1.4, 8.5, 2.2], [-0.5, -1.3, -1.0], [-0.1, 0.5, -0.4], [-0.2, 0.3, -0.2], [-2.0, 1.1, -5.4], [0.1, -0.2, 0.2], [-2.2, -3.4, -0.6], [-2.9, -2.4, 2.5], [0.1, 0.2, -0.3], [-0.4, -0.2, -0.1], [-0.1, 0.4, 0.0], [-0.6, -0.1, -1.1], [2.2, 0.6, 0.1], [0.4, 0.5, 0.2], [0.4, -0.4, -0.5], [-0.6, 0.9, 0.2], [-0.1, -1.0, 0.4], [2.3, -3.4, -2.3], [-0.2, -0.6, -0.1], [-0.7, -0.5, -0.1], [0.1, -0.2, -4.4], [0.8, 1.0, -0.9], [-0.4, 0.0, -0.2], [-3.2, -2.9, 3.2], [-0.7, 0.4, 0.1], [-0.4, 0.1, 0.2], [0.1, -2.7, -3.8], [0.3, -0.3, -0.1], [-0.7, 0.3, 0.3], [0.0, 0.3, -0.3], [1.0, -0.6, 0.1], [0.6, 0.8, -0.3], [0.0, -0.2, 0.2], [0.0, -0.1, 1.8], [1.5, -0.1, -0.4], [5.3, 0.9, -4.1], [0.6, -1.6, 1.9], [-0.2, -0.4, -0.2], [0.6, 0.6, -0.1], [0.4, 0.1, 0.1], [0.6, 1.3, -0.9], [0.4, 0.4, -0.9], [-0.4, -0.1, -0.3], [0.5, 0.7, -1.9], [-0.5, 6.7, -1.6], [-0.2, -0.4, -0.1], [-0.5, 3.1, -5.0], [0.3, 0.0, 0.1], [-0.5, 0.0, 0.0], [-0.2, 0.1, -0.6], [0.1, -0.5, 0.0], [-0.7, 2.3, -4.7], [-1.2, -0.2, 0.7], [-2.5, -0.7, 0.8], [0.6, 0.2, 0.3], [0.0, 2.1, 3.2], [-1.2, -0.1, 0.8], [2.5, 0.5, 2.0], [-0.8, 0.5, -0.6], [-0.1, 0.5, 1.2], [1.8, 2.1, -1.7], [0.2, -0.1, 0.4], [0.2, 0.0, 0.6], [0.4, -0.5, 0.0], [0.0, 0.1, -0.6]], "homo_lumo_gap_ha": 0.135, "energy_ev": -76525.262, "fmax_ev_per_a": 10.85, "charge": 1}